Computed, not measured: a molecular structure, C6H18O6Rb in a non-equilibrium geometry, with ωB97M-V with the def2-TZVPD basis set.

XYZ file:
```
31
Properties=species:S:1:pos:R:3:forces:R:3:mulliken_charge:R:1
O 0.423724 -2.320251 -3.208927 0.2 -1.9 1.0 -0.549
O 0.381804 2.624669 0.078563 -0.1 0.4 -0.9 -0.531
H -0.570276 -1.024751 -4.276377 0.3 0.8 -0.8 0.318
O 0.119594 -2.647431 -6.223317 0.4 0.1 0.0 -0.514
H 2.308334 3.333389 0.468703 -0.2 0.0 -0.1 0.333
H -2.253756 -1.717971 1.372883 0.0 0.0 -0.2 0.297
H 1.096894 -0.592181 -3.712797 0.0 0.6 -0.7 0.226
C 0.819814 4.293629 1.804413 -1.0 0.5 -0.8 -0.349
H -1.751476 -1.745701 4.921863 0.3 0.1 0.4 0.321
O -0.430936 3.981509 2.407983 0.2 -0.9 1.0 -0.550
H -0.473556 -2.655801 -3.146457 0.1 -0.2 -0.1 0.324
H -0.120486 1.973019 0.573183 -0.2 0.1 -0.2 0.309
H -1.623806 -2.896961 3.678493 0.0 0.0 -0.5 0.335
C 0.469954 -1.340631 -4.197437 0.5 0.7 -0.8 -0.298
C 1.067014 -1.801261 -5.575547 -0.8 0.1 0.9 -0.374
H 0.307904 -3.557231 -5.981647 0.0 -0.1 0.0 0.297
Rb 2.795364 -2.196461 0.843053 -0.3 0.0 0.0 0.981
H 1.490594 4.682759 2.570413 0.1 -0.5 0.1 0.317
C -1.331116 -1.876261 3.924693 -1.0 0.1 0.3 -0.428
C 1.369104 3.110499 0.974933 -1.0 -0.2 1.2 -0.288
H 1.448064 2.241089 1.627623 1.1 0.3 0.7 0.164
O -1.774086 -0.948661 1.688583 0.8 0.2 -0.6 -0.517
H -1.751356 0.177349 3.380383 -0.5 0.1 0.0 0.272
H -1.137756 3.959169 1.758743 0.2 0.1 -0.3 0.316
H 0.343644 -1.254351 4.642973 0.2 0.1 0.0 0.326
H 0.545734 5.164379 1.208773 0.8 0.0 -0.7 0.282
C -2.073696 -0.816111 3.068563 0.9 -1.6 -0.4 -0.376
O 0.094024 -1.855041 3.936963 -0.3 0.4 -0.2 -0.528
H 1.306444 -0.976291 -6.246517 -0.5 0.3 0.2 0.310
H 2.042694 -2.268761 -5.442867 0.0 -0.4 0.3 0.263
H -3.138386 -1.049361 3.080113 -0.2 0.6 1.2 0.310
```
Forces are in eV/Å.

- energy relative to the best compared isomer or geometry (same formula, charge and spin) (kcal/mol) = 44.4
- E_tot (eV) = -19446.45112
- net charge = +1
- highest occupied orbital energy (eV) = -12.174
- E_LUMO (eV) = -3.969
- orbital gap (hartree) = 0.3015

=====

Computed, not measured: a molecular structure, C6H19AgNaO9PS in a non-equilibrium geometry, with ωB97M-V with the def2-TZVPD basis set.

XYZ file:
```
38
Properties=species:S:1:pos:R:3:forces:R:3:mulliken_charge:R:1
S 1.483286 -2.192796 1.714676 0.0 0.0 -0.1 1.161
H 0.188009 1.233230 -1.238695 -0.2 0.1 -0.3 0.290
H -2.352500 -1.436510 0.331357 -0.3 -0.3 0.2 0.203
O 2.093379 2.698960 0.789318 -0.2 -0.4 0.1 -0.287
H 3.869482 1.959921 0.097527 0.0 0.0 -0.1 0.300
H 0.379376 -1.364794 -2.536445 -0.1 -0.1 0.2 0.247
C -0.651283 1.455845 -0.583547 -0.4 -0.4 0.8 -0.539
C 0.981102 -2.160233 -2.085512 0.8 0.2 -0.7 -1.378
O 1.076755 -1.616854 0.281493 -0.3 0.0 -0.2 -0.103
H -0.797331 0.614650 0.108302 0.3 0.0 -0.1 0.170
H 0.804769 -3.575116 -0.442851 0.6 0.2 0.0 0.551
H -0.545142 -2.526042 -0.648422 0.1 0.3 0.2 0.122
C -0.056113 -2.754804 2.368183 0.1 0.3 0.4 -0.899
H -0.556036 -3.438603 1.690860 0.0 -0.1 -0.1 0.287
H -1.108382 5.485108 1.867019 0.1 -0.2 0.0 0.263
C -0.289787 5.578374 1.155916 -0.1 0.3 -0.1 -0.672
H -0.691525 5.617737 0.143367 0.1 0.0 0.0 0.338
O 2.321936 -3.325004 1.540418 0.2 -0.4 -0.2 -0.617
H 2.718819 0.748353 0.667303 -0.1 -0.1 0.1 0.051
H 0.222132 -3.267086 3.288649 -0.1 -0.1 0.0 0.391
H 1.010564 -3.010291 -2.770283 -0.5 -0.1 0.2 0.391
O 0.624132 4.490113 1.322147 0.0 0.0 0.2 -0.306
O -0.437916 2.601939 0.207877 0.1 0.0 0.3 -0.322
Ag -4.264669 -3.310562 -0.151440 0.2 0.5 -0.4 0.761
C 0.553998 -2.540345 -0.688228 -0.6 -0.5 -0.3 -0.065
H -5.383629 -3.680319 -2.397441 0.0 0.1 -0.2 0.323
C 2.824075 1.666589 0.100856 0.0 0.2 0.2 -0.412
Na -2.879539 -1.502226 -2.734053 -0.3 -0.2 0.4 0.886
O -4.611375 -3.112193 -2.258389 0.3 0.0 0.8 -0.673
H 0.240048 6.506622 1.359345 0.1 -0.1 0.0 0.260
H 2.011722 -1.800355 -2.156873 -0.1 0.1 0.5 0.333
H -1.616784 1.570884 -1.080369 0.3 0.1 -0.5 0.288
O -2.943043 -1.717679 -0.380840 -0.1 0.0 -0.8 -0.562
P 0.894961 3.487747 0.151226 0.3 0.5 -0.3 0.903
H -0.649308 -1.877673 2.622384 -0.1 -0.1 -0.1 0.283
O 1.916442 -1.059710 2.446443 0.0 0.3 0.1 -0.607
O 1.149444 4.034178 -1.183239 -0.1 -0.2 -0.1 -0.663
H 2.469928 1.518943 -0.918039 0.0 0.1 -0.1 0.305
```
Forces are in eV/Å.

- E_tot (eV) = -53490.29984
- net charge = +1
- expectation value of S² = 0.7685
- highest occupied orbital energy (spin up / spin down) (eV) = -12.139 / -12.138
- E_LUMO (spin up / spin down) (eV) = -5.410 / -7.893
- spin multiplicity = 2
- orbital gap (spin up / spin down) (hartree) = 0.2473 / 0.1560

=====

Computed, not measured: a molecular structure, C6H19B4ClN6O9 in a non-equilibrium geometry, with ωB97M-V with the def2-TZVPD basis set.

XYZ file:
```
45
Properties=species:S:1:pos:R:3:forces:R:3:mulliken_charge:R:1
O 2.755565 -0.153415 -0.595172 0.2 -0.3 0.6 -0.339
H 4.581988 -1.887394 1.378787 0.3 -0.5 0.2 0.295
H -2.497668 1.923142 -2.538641 -0.2 -0.1 0.1 0.125
B 1.513505 -0.729698 -0.454053 0.3 -0.6 -0.9 0.372
C -0.102852 1.799790 1.723290 0.1 -0.3 -0.1 -0.513
H -1.320838 -5.705621 0.469077 0.0 0.0 0.1 0.216
H -1.112389 2.378938 -1.638847 0.0 0.0 0.1 0.116
H 0.418743 3.931666 -2.546612 0.0 0.0 0.0 0.155
H 0.458437 2.609942 2.133632 0.3 0.7 0.2 0.248
O 5.423442 0.123808 2.975208 -0.1 -0.2 0.2 -0.513
H 3.765347 1.904802 1.890342 -0.1 0.6 0.6 0.198
B 4.877650 0.034336 1.710648 0.1 0.2 0.1 0.445
H 0.873395 -6.572926 -2.172325 0.0 0.0 0.0 0.164
H 4.824141 1.865543 0.542252 0.5 0.4 -0.3 0.377
Cl -1.420153 -0.451561 2.562879 0.0 0.0 0.1 -0.201
O 0.437379 0.051375 -0.114285 -0.5 -0.4 0.8 -0.252
H 1.419430 -1.894268 -0.579445 -0.2 -0.1 -0.2 -0.100
H -1.093118 2.115906 1.453618 -0.6 0.0 -0.3 0.465
H 6.265462 0.570114 2.953223 0.3 0.3 0.3 0.284
O 5.024908 -1.125389 1.012270 -0.4 -0.1 -0.6 -0.495
O 0.359921 -4.052508 -0.304804 0.0 -0.1 0.0 -0.566
B 2.926106 0.985498 0.152390 0.5 0.4 -0.7 0.498
H -4.006426 0.670449 2.285818 0.1 -0.1 0.0 0.158
N -0.742118 -6.035067 -0.278097 0.1 0.1 -0.1 -0.419
O 1.859919 1.888502 0.103478 0.2 0.3 1.0 -0.325
H 0.103627 4.602087 -4.106841 0.0 0.0 -0.1 0.203
H -0.884397 -6.958668 -0.636290 0.0 0.0 0.0 0.152
H -5.903844 1.236398 -1.234823 0.0 0.0 0.0 0.213
C -0.144470 0.766933 2.783591 0.9 -0.4 1.5 0.532
N -0.165168 3.996573 -3.357286 -0.2 -0.1 0.1 -0.310
O 0.621868 0.681202 3.710886 -1.1 0.0 -1.3 -0.500
H -6.842467 1.091309 0.206796 0.0 0.0 0.0 0.150
N -4.862681 0.784118 1.778249 -0.1 0.0 0.0 -0.329
H -5.732000 0.770719 2.273894 -0.1 0.0 0.0 0.161
N 0.980618 -5.657010 -1.783504 -0.1 0.0 0.1 -0.366
N -5.948517 1.105252 -0.242875 0.1 0.0 0.1 -0.423
N -1.661217 2.466893 -2.469317 0.1 0.1 -0.1 -0.212
C 4.124484 1.269083 1.107903 -0.3 -0.5 -0.6 -0.512
O -3.686016 0.976679 -0.142427 0.2 0.1 -0.2 -0.552
C -4.763102 0.955877 0.426292 -0.1 0.0 0.0 0.636
C 0.210073 -5.172317 -0.757552 0.0 0.0 0.0 0.593
B 0.728090 1.228352 0.505514 -0.5 0.6 -0.7 0.056
O -2.016094 3.376380 -4.518096 0.1 0.0 0.1 -0.668
C -1.330730 3.281752 -3.513270 0.0 0.0 -0.1 0.570
H 1.682166 -5.047574 -2.155475 0.0 0.1 0.0 0.214
```
Forces are in eV/Å.

- E_tot (eV) = -49138.92853
- highest occupied orbital energy (eV) = -9.582
- E_LUMO (eV) = 0.385
- orbital gap (hartree) = 0.3663

=====

Computed, not measured: a molecular structure, C6H19BrCdN5O3 in a non-equilibrium geometry, with ωB97M-V with the def2-TZVPD basis set.

XYZ file:
```
35
Properties=species:S:1:pos:R:3:forces:R:3:mulliken_charge:R:1
O -30.018200 14.266099 -13.124408 0.6 -1.5 0.2 -0.650
C -33.793846 22.026882 -16.376589 3.4 3.1 -0.7 0.649
H -36.670695 17.123582 -13.841988 0.6 0.2 0.0 0.143
H -34.852295 15.671538 -14.667735 1.0 0.8 -0.7 0.366
H -31.904193 13.973103 -14.771712 0.4 0.2 0.0 0.202
C -36.488575 16.063258 -13.666950 0.2 0.0 -0.1 0.909
H -35.772096 22.569518 -16.539268 0.3 0.4 -0.2 0.160
H -34.545318 16.114295 -12.645970 0.1 0.8 0.2 0.538
C -37.834718 15.472601 -13.569069 -1.1 -0.5 0.4 -1.485
N -31.506223 14.895730 -14.669339 -3.3 -1.1 -3.1 -0.277
H -35.537862 14.863120 -12.048710 -0.3 -0.4 -0.4 0.334
H -35.221581 20.994133 -15.645934 0.4 -1.0 0.4 0.118
C -30.581915 15.111219 -13.777997 0.9 -1.2 2.2 0.679
N -35.818722 15.503187 -14.908106 0.8 -0.3 1.5 -0.565
H -32.010703 15.670191 -15.076531 0.2 -0.2 -0.1 0.077
H -35.754976 14.495708 -14.876294 -1.0 -0.7 0.1 0.305
O -36.175015 16.602688 -11.270726 1.1 -0.8 -2.5 -0.324
C -35.382236 17.677321 -10.816591 0.0 0.5 0.7 -0.725
C -35.585492 15.890769 -12.408956 -1.1 -0.2 0.9 -0.920
H -38.472597 15.794736 -14.392134 -0.2 0.4 0.1 0.367
H -35.189849 18.485911 -11.521755 -0.6 0.1 -0.5 0.303
H -30.825577 17.187321 -13.910430 0.0 -0.5 -0.2 0.135
Br -33.441937 17.691328 -16.130483 -1.7 -1.0 -0.8 -0.529
H -33.652121 20.155582 -15.659751 -0.3 0.4 0.0 0.119
N -34.812995 22.884389 -16.571975 -0.7 1.9 -1.1 -0.412
H -35.979397 18.039948 -9.979922 0.5 0.3 0.1 0.255
N -34.217130 20.987724 -15.751422 -1.7 -4.1 1.9 -0.203
H -38.225633 15.819618 -12.612578 -0.5 -0.2 -0.1 0.400
N -30.378151 16.370766 -13.519100 1.3 4.6 1.2 -0.348
H -37.883248 14.385737 -13.636002 0.3 -0.1 0.4 0.345
O -32.600010 22.276573 -16.577137 -1.2 -0.2 -0.5 -0.641
H -34.588313 23.749453 -17.042386 -0.3 -0.2 0.1 0.226
H -29.691241 16.578372 -12.808367 -0.1 -0.2 -0.2 0.205
Cd -35.954996 16.377491 -16.839169 2.0 1.3 0.2 0.929
H -34.374187 17.391382 -10.516300 -0.1 -0.5 0.4 0.317
```
Forces are in eV/Å.

- E_tot (eV) = -94722.25943
- net charge = +1
- highest occupied orbital energy (eV) = -11.767
- E_LUMO (eV) = -7.897
- orbital gap (hartree) = 0.1422

=====

Q: Among the records above, which one has the highest E_tot?
A: C6H18O6Rb

=====

Copy entry 2 word for word.
Computed, not measured: a molecular structure, C6H19AgNaO9PS in a non-equilibrium geometry, with ωB97M-V with the def2-TZVPD basis set.

XYZ file:
```
38
Properties=species:S:1:pos:R:3:forces:R:3:mulliken_charge:R:1
S 1.483286 -2.192796 1.714676 0.0 0.0 -0.1 1.161
H 0.188009 1.233230 -1.238695 -0.2 0.1 -0.3 0.290
H -2.352500 -1.436510 0.331357 -0.3 -0.3 0.2 0.203
O 2.093379 2.698960 0.789318 -0.2 -0.4 0.1 -0.287
H 3.869482 1.959921 0.097527 0.0 0.0 -0.1 0.300
H 0.379376 -1.364794 -2.536445 -0.1 -0.1 0.2 0.247
C -0.651283 1.455845 -0.583547 -0.4 -0.4 0.8 -0.539
C 0.981102 -2.160233 -2.085512 0.8 0.2 -0.7 -1.378
O 1.076755 -1.616854 0.281493 -0.3 0.0 -0.2 -0.103
H -0.797331 0.614650 0.108302 0.3 0.0 -0.1 0.170
H 0.804769 -3.575116 -0.442851 0.6 0.2 0.0 0.551
H -0.545142 -2.526042 -0.648422 0.1 0.3 0.2 0.122
C -0.056113 -2.754804 2.368183 0.1 0.3 0.4 -0.899
H -0.556036 -3.438603 1.690860 0.0 -0.1 -0.1 0.287
H -1.108382 5.485108 1.867019 0.1 -0.2 0.0 0.263
C -0.289787 5.578374 1.155916 -0.1 0.3 -0.1 -0.672
H -0.691525 5.617737 0.143367 0.1 0.0 0.0 0.338
O 2.321936 -3.325004 1.540418 0.2 -0.4 -0.2 -0.617
H 2.718819 0.748353 0.667303 -0.1 -0.1 0.1 0.051
H 0.222132 -3.267086 3.288649 -0.1 -0.1 0.0 0.391
H 1.010564 -3.010291 -2.770283 -0.5 -0.1 0.2 0.391
O 0.624132 4.490113 1.322147 0.0 0.0 0.2 -0.306
O -0.437916 2.601939 0.207877 0.1 0.0 0.3 -0.322
Ag -4.264669 -3.310562 -0.151440 0.2 0.5 -0.4 0.761
C 0.553998 -2.540345 -0.688228 -0.6 -0.5 -0.3 -0.065
H -5.383629 -3.680319 -2.397441 0.0 0.1 -0.2 0.323
C 2.824075 1.666589 0.100856 0.0 0.2 0.2 -0.412
Na -2.879539 -1.502226 -2.734053 -0.3 -0.2 0.4 0.886
O -4.611375 -3.112193 -2.258389 0.3 0.0 0.8 -0.673
H 0.240048 6.506622 1.359345 0.1 -0.1 0.0 0.260
H 2.011722 -1.800355 -2.156873 -0.1 0.1 0.5 0.333
H -1.616784 1.570884 -1.080369 0.3 0.1 -0.5 0.288
O -2.943043 -1.717679 -0.380840 -0.1 0.0 -0.8 -0.562
P 0.894961 3.487747 0.151226 0.3 0.5 -0.3 0.903
H -0.649308 -1.877673 2.622384 -0.1 -0.1 -0.1 0.283
O 1.916442 -1.059710 2.446443 0.0 0.3 0.1 -0.607
O 1.149444 4.034178 -1.183239 -0.1 -0.2 -0.1 -0.663
H 2.469928 1.518943 -0.918039 0.0 0.1 -0.1 0.305
```
Forces are in eV/Å.

- E_tot (eV) = -53490.29984
- net charge = +1
- expectation value of S² = 0.7685
- highest occupied orbital energy (spin up / spin down) (eV) = -12.139 / -12.138
- E_LUMO (spin up / spin down) (eV) = -5.410 / -7.893
- spin multiplicity = 2
- orbital gap (spin up / spin down) (hartree) = 0.2473 / 0.1560